Here is 5 unconnected molecules or ions with the total composition C33H64B3F3O11 from the OMol25 dataset. Energies are from the ωB97M-V functional and the def2-TZVPD basis.

Calculated values
**Strongest force on any atom**: 0.1701 Eh/bohr
**HOMO-LUMO gap**: 8.14 eV
**E_tot**: -67953.2949 eV
**LUMO**: -0.023 hartree
**SMILES**: COCCCCCB1OB(CCOCC(F)(F)F)OB(OC(=O)c2ccccc2)O1.CCOCC.CCOCC.CCOCC.CCOCC
**Spin multiplicity**: 1

Bonds (Å) are listed after each position.
Geometry (Å):
1 C 10.686 -3.116 1.963  O2 1.476, H31 1.171, H32 1.177, H33 1.190
2 O 10.291 -2.374 0.749  C1 1.476, C3 1.482
3 C 11.127 -2.760 -0.412  O2 1.482, C4 1.639, H34 1.192, H35 1.193
4 C 10.622 -4.149 -1.120  C3 1.639, C5 1.639, H36 1.193, H37 1.189
5 C 9.133 -4.657 -0.659  C4 1.639, C6 1.669, H38 1.170, H39 1.185
6 C 7.896 -3.678 -1.206  C5 1.669, C7 1.647, H40 1.181, H41 1.193
7 C 6.542 -4.614 -1.160  C6 1.647, B8 1.665, H42 1.175, H43 1.175
8 B 5.184 -3.794 -0.656  C7 1.665, O9 1.505, O30 1.476
9 O 5.244 -2.991 0.616  B8 1.505, B10 1.475
10 B 3.866 -2.745 1.081  O9 1.475, C11 1.643, O19 1.506
11 C 3.306 -1.402 1.846  B10 1.643, C12 1.671, H44 1.172, H45 1.191
12 C 2.922 -0.314 0.637  C11 1.671, O13 1.474, H46 1.194, H47 1.180
13 O 3.297 1.071 0.973  C12 1.474, C14 1.493
14 C 3.986 1.652 -0.217  O13 1.493, C15 1.665, H48 1.190, H49 1.191
15 C 2.962 1.798 -1.522  C14 1.665, F16 1.491, F17 1.501, F18 1.507
16 F 1.542 1.989 -1.111  C15 1.491
17 F 3.047 0.625 -2.455  C15 1.501
18 F 3.399 2.983 -2.344  C15 1.507
19 O 2.867 -3.827 0.772  B10 1.506, B20 1.506
20 B 2.741 -3.710 -0.724  O19 1.506, O21 1.475, O30 1.476
21 O 1.464 -3.323 -1.353  B20 1.475, C22 1.471
22 C 0.501 -4.434 -1.395  O21 1.471, O23 1.359, C24 1.657
23 O 0.866 -5.578 -2.031  C22 1.359
24 C -1.033 -4.371 -0.772  C22 1.657, C25 1.640, C29 1.656
25 C -1.835 -5.792 -0.600  C24 1.640, C26 1.653, H50 1.171
26 C -3.384 -5.849 -0.026  C25 1.653, C27 1.664, H51 1.180
27 C -4.109 -4.407 0.375  C26 1.664, C28 1.649, H52 1.191
28 C -3.313 -2.969 0.239  C27 1.649, C29 1.646, H53 1.185
29 C -1.768 -2.955 -0.328  C24 1.656, C28 1.646, H54 1.187
30 O 3.978 -3.950 -1.493  B8 1.476, B20 1.476
31 H 11.748 -2.820 2.358  C1 1.171
32 H 9.856 -2.904 2.771  C1 1.177
33 H 10.677 -4.291 1.774  C1 1.190
34 H 11.099 -1.921 -1.259  C3 1.192
35 H 12.235 -2.936 -0.004  C3 1.193
36 H 11.390 -4.996 -0.776  C4 1.193
37 H 10.729 -4.059 -2.301  C4 1.189
38 H 8.976 -4.763 0.496  C5 1.170
39 H 8.920 -5.715 -1.148  C5 1.185
40 H 7.813 -2.684 -0.575  C6 1.181
41 H 8.071 -3.332 -2.334  C6 1.193
42 H 6.366 -5.017 -2.249  C7 1.175
43 H 6.768 -5.521 -0.447  C7 1.175
44 H 4.027 -0.955 2.654  C11 1.172
45 H 2.277 -1.692 2.370  C11 1.191
46 H 3.586 -0.653 -0.295  C12 1.194
47 H 1.803 -0.444 0.289  C12 1.180
48 H 4.951 1.031 -0.530  C14 1.190
49 H 4.389 2.753 -0.012  C14 1.191
50 H -1.331 -6.811 -0.880  C25 1.171
51 H -3.930 -6.893 0.047  C26 1.180
52 H -5.235 -4.477 0.755  C27 1.191
53 H -3.927 -2.003 0.546  C28 1.185
54 H -1.206 -1.913 -0.416  C29 1.187
55 C -8.707 0.356 -0.420  C56 1.519, H60 1.095, H61 1.095, H62 1.093
56 C -8.260 -0.970 0.172  C55 1.519, O57 1.425, H63 1.095, H64 1.094
57 O -6.935 -0.935 0.696  C56 1.425, C58 1.425
58 C -6.703 -0.035 1.777  O57 1.425, C59 1.518, H65 1.095, H66 1.096
59 C -7.524 -0.358 3.013  C58 1.518, H67 1.094, H68 1.094, H69 1.095
60 H -7.966 0.734 -1.131  C55 1.095
61 H -9.667 0.241 -0.934  C55 1.095
62 H -8.834 1.116 0.356  C55 1.093
63 H -8.258 -1.723 -0.623  C56 1.095
64 H -8.963 -1.323 0.933  C56 1.094
65 H -6.861 0.999 1.455  C58 1.095
66 H -5.641 -0.123 2.030  C58 1.096
67 H -8.589 -0.178 2.841  C59 1.094
68 H -7.210 0.266 3.855  C59 1.094
69 H -7.411 -1.411 3.289  C59 1.095
70 C -1.751 3.207 -1.968  C71 1.519, H75 1.095, H76 1.095, H77 1.093
71 C -1.705 1.700 -2.142  C70 1.519, O72 1.425, H78 1.095, H79 1.094
72 O -2.802 1.027 -1.528  C71 1.425, C73 1.425
73 C -4.099 1.343 -2.025  O72 1.425, C74 1.518, H80 1.095, H81 1.096
74 C -4.286 0.982 -3.488  C73 1.518, H82 1.094, H83 1.094, H84 1.095
75 H -1.892 3.473 -0.915  C70 1.095
76 H -0.823 3.663 -2.328  C70 1.095
77 H -2.579 3.648 -2.530  C70 1.093
78 H -0.800 1.320 -1.657  C71 1.095
79 H -1.631 1.424 -3.199  C71 1.094
80 H -4.332 2.397 -1.844  C73 1.095
81 H -4.810 0.761 -1.428  C73 1.096
82 H -3.675 1.617 -4.136  C74 1.094
83 H -5.332 1.109 -3.784  C74 1.094
84 H -3.989 -0.056 -3.672  C74 1.095
85 C -10.780 4.702 1.821  C86 1.519, H90 1.095, H91 1.095, H92 1.093
86 C -11.206 4.006 0.540  C85 1.519, O87 1.425, H93 1.095, H94 1.094
87 O -11.720 2.694 0.756  C86 1.425, C88 1.425
88 C -12.900 2.598 1.550  O87 1.425, C89 1.518, H95 1.095, H96 1.096
89 C -14.094 3.311 0.941  C88 1.518, H97 1.094, H98 1.094, H99 1.095
90 H -10.114 4.062 2.409  C85 1.095
91 H -10.263 5.639 1.593  C85 1.095
92 H -11.643 4.941 2.449  C85 1.093
93 H -10.326 3.890 -0.103  C86 1.095
94 H -11.923 4.611 -0.022  C86 1.094
95 H -12.705 2.949 2.568  C88 1.095
96 H -13.133 1.530 1.629  C88 1.096
97 H -13.953 4.396 0.941  C89 1.094
98 H -15.003 3.091 1.509  C89 1.094
99 H -14.241 3.001 -0.099  C89 1.095
100 C 6.240 5.864 0.156  C101 1.519, H105 1.095, H106 1.095, H107 1.093
101 C 6.433 4.965 1.364  C100 1.519, O102 1.425, H108 1.095, H109 1.094
102 O 6.972 3.687 1.035  C101 1.425, C103 1.425
103 C 8.271 3.677 0.450  O102 1.425, C104 1.518, H110 1.095, H111 1.096
104 C 9.344 4.249 1.359  C103 1.518, H112 1.094, H113 1.094, H114 1.095
105 H 5.683 5.344 -0.631  C100 1.095
106 H 5.694 6.771 0.437  C100 1.095
107 H 7.199 6.170 -0.270  C100 1.093
108 H 5.455 4.779 1.821  C101 1.095
109 H 7.045 5.453 2.129  C101 1.094
110 H 8.257 4.188 -0.519  C103 1.095
111 H 8.510 2.628 0.244  C103 1.096
112 H 9.210 5.325 1.505  C104 1.094
113 H 10.337 4.092 0.926  C104 1.094
114 H 9.307 3.778 2.346  C104 1.095